Here is one molecule with the formula C4H6IN3 from the Open Molecules 2025 dataset. Energies are from the ωB97M-V functional and the def2-TZVPD basis.

**E_HOMO**: -7.88 eV
**Orbital gap**: 8.03 eV
**Energy above the lowest of the compared OMol25 structures with the same formula, charge and spin**: 278.7 kJ/mol
**Net charge**: 0
**DFT total energy**: -617.8246 hartree
**LUMO**: 0.153 eV

The geometry in XYZ format:
```
14
Properties=species:S:1:pos:R:3:lowdin_charge:R:1
C 0.023 -0.550 0.498 -0.29
C 1.000 1.388 -0.713 -0.07
H 0.706 2.530 1.275 0.12
C 0.512 1.595 0.685 -0.14
H 0.724 -1.274 1.039 0.16
H -1.746 -0.974 1.884 0.08
C -1.430 -1.132 0.766 -0.68
N 0.781 0.101 -1.016 -0.16
H 0.948 -1.299 -2.354 0.03
H 1.543 1.976 -1.405 0.10
H -1.376 -2.273 0.496 0.06
N 1.232 -0.417 -2.056 0.07
N 0.035 0.576 1.300 -0.03
I -2.952 -0.248 -0.400 0.74
```

Here is one molecule with the formula C4H6IO3P from the Open Molecules 2025 dataset. Energies are from the ωB97M-V functional and the def2-TZVPD basis.

**E_HOMO**: -9.39 eV
**Orbital gap**: 9.43 eV
**SMILES**: C=C1CCO[P@](=O)(I)O1
**Net charge**: 0
**DFT total energy**: -1020.8335 hartree
**LUMO**: 0.038 eV

The geometry in XYZ format:
```
15
Properties=species:S:1:pos:R:3:lowdin_charge:R:1
H -0.986 1.514 -0.101 0.13
H 0.251 0.874 -2.331 0.16
H -1.779 0.451 1.979 0.07
C 0.062 0.412 1.180 -0.42
H -0.497 0.168 3.254 0.07
O 1.511 1.533 -0.900 -0.26
C 0.514 0.526 -1.267 -0.21
C -0.757 0.212 2.214 0.08
H 1.012 -0.390 -1.432 0.07
O 1.378 0.390 1.425 -0.16
O 3.144 2.281 0.928 -0.30
H -1.048 -0.355 -0.278 0.14
I 3.924 -0.640 -0.299 0.60
P 2.427 1.134 0.378 0.17
C -0.501 0.581 -0.214 -0.12
```

Here is a 2-piece molecular cluster, C4H6IP overall from the Open Molecules 2025 dataset. Energies are from the ωB97M-V functional and the def2-TZVPD basis.

**E_HOMO**: -9.11 eV
**Orbital gap**: 9.29 eV
**SMILES**: C#C/C=C\P.I
**Energy above the lowest of the compared OMol25 structures with the same formula, charge and spin**: 410.7 kJ/mol
**Net charge**: 0
**DFT total energy**: -794.9103 hartree
**LUMO**: 0.176 eV

The geometry in XYZ format:
```
12
Properties=species:S:1:pos:R:3:lowdin_charge:R:1
P 0.084 -0.364 2.461 0.76
H 0.149 1.850 -0.682 0.08
H 0.162 0.501 3.662 -0.09
C -0.142 0.986 1.270 -0.42
H -0.961 1.640 1.534 0.05
H -1.306 -0.609 2.658 -0.11
C 0.753 -0.105 -0.545 -0.23
H 1.210 -2.228 -1.273 0.04
C 0.185 1.038 -0.052 -0.20
C 1.034 -1.264 -0.799 0.11
I -0.998 -1.272 -4.602 0.31
H -0.171 -0.175 -3.631 -0.31
```

Here is C4H6LiMnO2 as an isolated structure from the Open Molecules 2025 dataset. Energies are from the ωB97M-V functional and the def2-TZVPD basis.

**E_HOMO (alpha / beta)**: -10.37 / -10.11 eV
**Multiplicity**: 6
**Orbital gap (alpha / beta)**: 4.85 / 4.59 eV
**Energy above the lowest of the compared OMol25 structures with the same formula, charge and spin**: 525.7 kJ/mol
**Net charge**: +1
**DFT total energy**: -1464.5136 hartree
**LUMO (alpha / beta)**: -5.514 / -5.529 eV

The geometry in XYZ format:
```
14
Properties=species:S:1:pos:R:3:lowdin_spin:R:1
C -1.024 -0.456 2.012 0.00
H -1.650 0.903 -0.907 0.00
C 0.206 -0.050 -1.124 0.01
O -0.023 -2.497 1.377 0.01
Mn 2.733 1.428 -0.936 4.93
H 1.840 -1.037 -0.563 0.00
Li 0.470 1.886 -3.117 0.00
H -0.223 1.701 0.027 0.00
C -0.608 0.880 -0.583 0.00
H -0.047 -0.099 2.384 0.00
C -1.159 -1.727 1.521 -0.01
H -0.147 -0.914 -1.688 0.00
H -1.903 0.118 2.312 0.00
O 1.534 -0.136 -0.714 0.06
```

Here is C4H6MgO2Tl as an isolated structure from the Open Molecules 2025 dataset. Energies are from the ωB97M-V functional and the def2-TZVPD basis.

**E_HOMO (alpha / beta)**: -13.69 / -14.62 eV
**Multiplicity**: 2
**Orbital gap (alpha / beta)**: 3.67 / 4.91 eV
**Energy above the lowest of the compared OMol25 structures with the same formula, charge and spin**: 308.5 kJ/mol
**Net charge**: +2
**DFT total energy**: -678.2595 hartree
**LUMO (alpha / beta)**: -10.019 / -9.714 eV

The geometry in XYZ format:
```
14
Properties=species:S:1:pos:R:3:lowdin_spin:R:1
Mg 0.683 1.287 -0.532 -0.13
H 0.759 0.042 2.540 0.00
C -1.005 -1.474 0.309 0.46
Tl -3.287 -0.218 -0.784 0.01
H 0.976 -2.237 0.265 0.01
C 1.867 -1.673 2.842 0.21
H -0.235 -1.124 2.925 0.00
H -0.183 -3.086 1.415 0.00
C 0.675 -1.034 2.319 0.03
O -0.761 -0.445 -0.437 0.19
H 1.778 -2.646 3.334 0.01
C 0.111 -2.140 0.945 0.13
O 3.069 -1.378 2.316 0.08
H 3.703 -2.086 2.469 0.00
```

Here is an isolated ion of composition C4H6N and charge +1 from the Open Molecules 2025 dataset. Energies are from the ωB97M-V functional and the def2-TZVPD basis.

**E_HOMO**: -15.02 eV
**Orbital gap**: 9.60 eV
**SMILES**: C#[N+]C(=C)C
**Energy above the lowest of the compared OMol25 structures with the same formula, charge and spin**: 137.0 kJ/mol
**Net charge**: +1
**DFT total energy**: -210.4038 hartree
**LUMO**: -5.417 eV

The geometry in XYZ format:
```
11
Properties=species:S:1:pos:R:3:lowdin_charge:R:1
H 3.442 -0.510 -1.069 0.17
N 1.416 0.060 -0.163 0.11
H -1.670 -1.059 0.339 0.13
C 0.131 0.259 0.265 -0.31
H 0.582 2.425 0.666 0.12
H -1.252 1.857 0.849 0.11
C -0.652 -1.020 -0.171 0.01
H -0.615 -0.954 -1.219 0.07
C -0.167 1.556 0.682 0.17
C 2.438 -0.243 -0.649 0.35
H -0.036 -1.895 0.089 0.09
```

Here is an isolated ion of composition C4H6N and charge +1 from the Open Molecules 2025 dataset. Energies are from the ωB97M-V functional and the def2-TZVPD basis.

**E_HOMO**: -13.57 eV
**Orbital gap**: 8.43 eV
**Energy above the lowest of the compared OMol25 structures with the same formula, charge and spin**: 498.3 kJ/mol
**Net charge**: +1
**DFT total energy**: -210.2662 hartree
**LUMO**: -5.140 eV

The geometry in XYZ format:
```
11
Properties=species:S:1:pos:R:3:lowdin_charge:R:1
C 1.034 1.056 1.083 0.20
C -2.057 0.222 -0.740 0.21
H 2.143 -0.182 -0.395 0.16
H 0.274 -1.842 -0.611 0.22
C 1.313 -0.125 0.352 -0.25
H -2.756 0.265 -0.059 0.05
N 0.196 -0.865 -0.239 0.09
H -2.264 0.652 -1.641 0.08
C -0.909 -0.367 -0.512 0.01
H 1.279 -0.583 1.424 0.20
H 1.747 1.769 1.338 0.02
```

Here is a 2-piece molecular cluster, C4H6N2 overall from the Open Molecules 2025 dataset. Energies are from the ωB97M-V functional and the def2-TZVPD basis.

**E_HOMO**: -10.35 eV
**Orbital gap**: 11.11 eV
**Energy above the lowest of the compared OMol25 structures with the same formula, charge and spin**: 291.1 kJ/mol
**Net charge**: 0
**DFT total energy**: -265.4247 hartree
**LUMO**: 0.762 eV

The geometry in XYZ format:
```
12
Properties=species:S:1:pos:R:3:lowdin_charge:R:1
H 0.881 0.294 2.064 0.08
H -1.370 -1.928 0.907 0.11
H 1.907 1.079 -0.278 0.00
C -0.246 -0.063 0.591 -0.38
C -1.464 -0.854 0.773 -0.07
H -1.629 0.576 -0.988 0.11
C -1.063 -0.267 -0.599 -0.07
C 2.834 0.951 -2.277 -0.12
H -2.296 -0.406 1.310 0.11
N 2.364 1.091 -1.210 0.01
H -0.705 -0.957 -1.359 0.11
N 0.786 0.484 1.065 0.12
```

Here is one molecule with the formula C4H6N2 from the Open Molecules 2025 dataset. Energies are from the ωB97M-V functional and the def2-TZVPD basis.

**E_HOMO**: -10.01 eV
**Orbital gap**: 10.91 eV
**SMILES**: C[C@H]1N[C@H]1C#N
**Energy above the lowest of the compared OMol25 structures with the same formula, charge and spin**: 198.4 kJ/mol
**Net charge**: 0
**DFT total energy**: -265.4600 hartree
**LUMO**: 0.903 eV

The geometry in XYZ format:
```
12
Properties=species:S:1:pos:R:3:lowdin_charge:R:1
H -0.459 -1.383 1.697 0.08
H 0.940 1.061 1.034 0.13
N 1.394 -0.369 -0.408 0.07
C 0.422 0.584 -0.967 -0.27
H 0.827 1.562 -1.206 0.14
H 1.124 -1.324 -0.627 0.11
H -0.419 0.324 2.162 0.06
C -0.630 -0.356 1.349 -0.03
C 0.441 0.262 0.477 -0.35
C -0.596 0.118 -1.880 -0.18
H -1.675 -0.240 1.033 0.08
N -1.368 -0.239 -2.664 0.15
```

Here is one molecule with the formula C4H6N2 from the Open Molecules 2025 dataset. Energies are from the ωB97M-V functional and the def2-TZVPD basis.

**E_HOMO**: -8.35 eV
**Orbital gap**: 9.27 eV
**SMILES**: Nn1cccc1
**Energy above the lowest of the compared OMol25 structures with the same formula, charge and spin**: 228.2 kJ/mol
**Net charge**: 0
**DFT total energy**: -265.4487 hartree
**LUMO**: 0.914 eV

The geometry in XYZ format:
```
12
Properties=species:S:1:pos:R:3:lowdin_charge:R:1
H -2.339 -0.730 -0.672 0.13
H -0.250 2.122 -0.294 0.12
H 2.247 -1.574 0.132 0.11
C 0.136 -1.062 -0.028 -0.17
H -0.489 -1.993 -0.011 0.13
N -1.974 0.056 0.000 0.03
C 0.144 1.156 -0.004 -0.11
N -0.621 0.064 -0.024 -0.29
C 1.432 -0.801 0.010 -0.08
C 1.461 0.711 -0.024 -0.08
H -2.361 0.017 1.047 0.15
H 2.320 1.290 0.241 0.07
```